Density functional theory data (the ωB97M-V functional and the def2-TZVPD basis) for a structure of composition C20H25BeF15N2O16 at a distorted geometry.

Each line ends with the Mulliken charge.
Positions of all 79 atoms, in Å:
C1 -9.71 6.07 -20.31  0.804
C2 -14.13 7.50 -14.53  -1.215
H1 -13.16 -0.25 -21.24  0.424
O1 -14.38 7.30 -16.94  -0.373
F1 -14.39 0.98 -14.81  -0.169
C3 -14.53 2.05 -14.04  0.735
F2 -15.59 5.25 -19.25  -0.192
C4 -9.68 1.35 -19.95  0.146
O2 -11.81 5.39 -21.24  -0.285
C5 -13.20 2.85 -14.08  0.185
F3 -8.23 2.97 -20.79  -0.245
H2 -7.43 2.29 -15.98  0.123
C6 -13.48 7.66 -15.88  0.191
F4 -14.90 1.79 -12.78  -0.264
C7 -12.15 0.15 -21.31  -0.879
O3 -12.38 1.41 -17.29  0.061
H3 -12.29 5.62 -13.95  -0.317
C8 -8.23 1.77 -20.23  0.844
C9 -11.35 -0.36 -20.11  0.296
H4 -11.30 -1.45 -20.09  0.415
H5 -6.64 1.30 -14.79  0.385
H6 -15.05 8.09 -14.45  0.373
F5 -16.60 4.90 -17.35  -0.222
C10 -9.59 0.63 -15.83  0.128
O4 -13.84 5.13 -16.96  -0.502
O5 -11.58 5.33 -19.03  -0.505
C11 -13.39 4.06 -22.58  -1.523
O6 -10.46 2.13 -19.44  -0.098
O7 -8.97 4.07 -17.10  -0.342
O8 -10.14 1.64 -16.15  0.027
H7 -13.47 4.80 -23.37  0.388
C12 -11.78 5.45 -13.00  -0.726
C13 -7.61 1.72 -15.07  -0.285
O9 -13.32 2.81 -18.55  -0.132
N1 -13.40 1.69 -17.98  0.338
H8 -12.19 1.24 -21.24  -0.097
H9 -10.82 5.97 -12.96  0.418
F6 -9.38 6.14 -21.59  -0.271
N2 -9.15 4.89 -16.19  0.615
C14 -14.57 6.04 -17.27  0.445
F7 -16.59 6.88 -18.20  -0.279
H10 -14.33 3.54 -22.39  0.407
H11 -12.57 7.06 -15.93  0.001
H12 -13.29 8.71 -16.08  0.348
C15 -11.14 5.52 -20.13  0.362
C16 -8.08 2.57 -13.88  -0.163
O10 -14.36 0.97 -18.11  -0.706
O11 -8.40 0.53 -15.27  -0.390
H13 -12.89 3.80 -20.56  -0.352
O12 -8.25 5.48 -15.62  -0.701
H14 -14.41 6.47 -14.31  0.238
F8 -8.85 5.24 -19.73  -0.160
H15 -13.50 7.85 -13.72  0.417
F9 -15.50 2.80 -14.57  -0.263
H16 -11.13 3.82 -11.84  0.511
H17 -9.12 2.84 -14.02  -0.683
F10 -9.72 -1.62 -15.11  -0.265
O13 -10.34 5.04 -15.80  -0.375
F11 -7.59 1.86 -19.05  -0.225
C17 -11.54 3.96 -12.83  0.803
O14 -12.69 3.08 -15.14  -0.289
H18 -10.83 3.64 -13.60  -0.861
H19 -11.64 -0.08 -19.10  -0.339
Be1 -11.50 3.37 -17.39  1.619
C18 -15.88 5.76 -18.06  0.719
C19 -13.05 4.65 -21.22  0.774
H20 -12.66 3.32 -22.91  0.313
H21 -12.37 5.89 -12.18  0.421
H22 -11.71 -0.26 -22.21  0.371
H23 -13.85 5.20 -20.74  0.213
F12 -9.56 7.25 -19.72  -0.254
F13 -11.52 -0.71 -15.80  -0.204
H24 -7.41 3.42 -13.75  0.429
H25 -8.06 1.85 -13.07  0.382
O15 -12.79 3.25 -12.90  -0.414
F14 -7.57 0.93 -21.01  -0.267
F15 -9.99 -1.18 -17.27  -0.248
C20 -10.21 -0.78 -16.02  0.765
O16 -10.00 0.14 -20.26  -0.354

Properties
LUMO energy in eV: -0.5
Energy in eV: -98043.4469
F_max in eV Å⁻¹: 1.93
E_HOMO in eV: -9.50


Density functional theory data (the ωB97M-V functional and the def2-TZVPD basis) for a cluster of 2 separate species, H2NOS2 in total at a distorted geometry.

Each line ends with the Mulliken charge.
Positions of all 6 atoms, in Å:
S1 -0.73 -0.27 0.42  0.495
S2 -2.33 0.18 -0.52  -0.356
N1 -0.83 -1.81 0.58  -0.460
H1 -1.64 -2.26 0.25  0.270
O1 2.38 1.89 -0.16  -1.065
H2 3.15 2.27 -0.57  0.116

Properties
LUMO energy (spin up / spin down) in eV: 1.6 / 1.6
Energy in eV: -25238.4503
Charge: -1
F_max in eV Å⁻¹: 3.68
E_HOMO (spin up / spin down) in eV: -2.28 / -2.28


Density functional theory data (the ωB97M-V functional and the def2-TZVPD basis) for the molecule C4H6S2 at a distorted geometry.

Each line ends with the Mulliken charge.
Positions of all 12 atoms, in Å:
H1 0.78 -0.54 1.81  0.451
S1 -1.99 -0.23 -1.38  -0.278
H2 -0.74 0.14 1.77  0.372
C1 1.03 1.01 -0.98  -0.624
H3 -0.08 -1.54 -1.37  0.445
C2 0.23 0.19 -0.02  0.848
C3 -0.52 -0.96 -0.67  -0.657
S2 -0.56 1.52 -1.00  -0.025
C4 0.29 0.26 1.48  -1.428
H4 1.58 0.64 -1.74  0.301
H5 -0.81 -1.67 0.23  0.275
H6 0.79 1.17 1.87  0.320

Properties
LUMO energy in eV: -0.1
Energy in eV: -25912.0957
F_max in eV Å⁻¹: 5.85
E_HOMO in eV: -8.45


Density functional theory data (the ωB97M-V functional and the def2-TZVPD basis) for a structure of composition C28H29ClN8O6PS2W.

Each line ends with the Mulliken charge.
Positions of all 76 atoms, in Å:
C1 0.20 -0.62 5.18  -1.288
C2 1.39 -2.22 1.26  -0.394
H1 -3.70 -3.99 -3.57  0.492
H2 -4.23 0.78 -2.30  0.577
H3 -0.72 1.91 -2.51  0.281
O1 1.59 -1.19 -1.75  -0.630
H4 2.93 -3.01 2.63  0.516
C3 -4.11 -0.26 -2.58  -0.566
C4 5.49 3.14 1.29  -0.901
H5 -3.97 -2.31 2.73  0.314
N1 1.39 -1.10 -5.78  -0.358
O2 -3.44 -0.32 2.38  -0.236
W1 -0.29 -0.65 -0.80  0.121
H6 -2.33 0.51 -4.88  0.248
P1 -1.97 -0.60 1.94  1.124
H7 -3.19 -1.43 4.94  0.178
N2 -0.48 0.16 -5.48  -0.299
N3 0.61 -0.53 -3.58  0.113
S1 -1.76 -2.12 0.64  -0.471
H8 0.49 0.11 5.94  0.423
C5 -0.73 0.04 4.20  -0.230
H9 -4.44 -0.16 4.88  0.307
C6 4.50 2.42 0.67  -0.301
O3 -1.90 -0.20 -1.80  -0.163
C7 -4.27 -1.32 3.07  -0.183
H10 -0.53 0.21 -6.49  0.162
C8 0.55 -0.50 -4.94  0.755
O4 -0.56 -2.51 -1.79  -0.530
C9 1.62 1.79 -0.29  -0.046
C10 2.34 1.15 0.73  1.895
S2 -1.28 0.95 0.88  -0.394
C11 -2.90 -0.90 -2.33  -0.027
C12 -4.18 -1.18 4.57  -1.019
H11 -6.09 -0.47 -3.35  0.492
C13 1.71 3.13 -0.68  -0.601
H12 2.39 3.86 -0.27  0.706
C14 0.09 2.15 -1.85  -0.227
H13 0.56 4.27 -2.19  0.515
C15 3.41 1.94 1.40  -0.214
C16 5.39 3.41 2.66  0.553
H14 3.86 -0.48 2.52  0.660
H15 4.57 2.20 -0.39  0.543
C17 -2.75 -2.26 -2.68  1.318
H16 -1.65 0.40 4.67  0.442
H17 2.48 1.83 3.33  0.508
O5 2.71 -1.40 -3.55  -0.764
H18 6.34 3.51 0.73  0.476
C18 3.33 2.20 2.76  -0.146
H19 -4.89 -1.86 5.03  0.415
H20 -0.29 -1.45 5.68  0.347
N4 1.68 -1.07 -3.02  0.729
C19 -5.15 -0.96 -3.17  -0.505
N5 7.24 4.79 3.83  -0.449
C20 -3.82 -2.95 -3.30  -1.306
C21 -5.00 -2.31 -3.53  0.038
H21 -5.27 -1.11 2.71  0.338
H22 2.24 -1.52 -5.43  0.203
C22 2.98 -0.88 2.03  -0.372
H23 -0.26 0.87 3.67  0.339
C23 -1.54 -2.95 -2.43  -0.123
H24 1.09 -0.97 4.68  0.220
N6 1.14 -1.02 0.70  0.854
N7 -1.40 0.87 -4.72  -0.400
H25 -1.44 -3.97 -2.81  0.493
H26 -1.36 1.85 -4.98  0.296
H27 1.26 -1.03 -6.77  0.192
C24 2.14 -0.15 1.17  -0.243
H28 0.76 -3.07 1.06  0.624
C25 2.52 -2.18 2.09  -1.798
H29 4.24 3.16 4.45  0.490
C26 6.42 4.18 3.31  -0.218
C27 0.76 3.35 -1.67  -1.579
O6 -1.10 -0.96 3.20  -0.157
C28 4.31 2.94 3.39  -0.884
N8 0.61 1.19 -1.04  0.882
Cl1 -6.32 -3.13 -4.26  -0.157

Properties
Spin multiplicity: 2
LUMO energy (spin up / spin down) in eV: -7.0 / -6.8
<S²>: 0.757
Energy in eV: -99006.5607
Charge: +2
F_max in eV Å⁻¹: 0.39
E_HOMO (spin up / spin down) in eV: -13.14 / -13.14


Density functional theory data (the ωB97M-V functional and the def2-TZVPD basis) for the molecule C2N4 at a distorted geometry.

Each line ends with the Mulliken charge.
Positions of all 6 atoms, in Å:
N1 1.16 0.42 2.69  -0.319
N2 -0.28 -0.64 -0.52  -0.064
N3 -1.23 0.15 -2.63  -0.303
C1 0.72 0.08 1.69  0.200
C2 0.19 -0.38 0.52  0.250
N4 -0.57 0.38 -1.76  0.236

Properties
LUMO energy in eV: -0.9
Energy in eV: -8030.7005
F_max in eV Å⁻¹: 8.01
E_HOMO in eV: -10.23


Density functional theory data (the ωB97M-V functional and the def2-TZVPD basis) for a structure of composition C34H31As2O2Rh.

Each line ends with the Mulliken charge.
Positions of all 70 atoms, in Å:
H1 -3.62 -3.28 3.40  0.451
H2 -1.05 3.18 2.29  0.351
As1 2.00 -0.22 0.07  1.221
C1 -0.64 3.04 -4.20  -0.756
C2 -3.76 4.97 1.34  -0.492
C3 1.96 1.59 -0.64  -1.360
H3 0.90 -1.18 2.73  0.420
C4 5.80 -2.10 -1.87  -0.486
H4 -1.08 2.02 -6.03  0.420
C5 1.71 -0.49 2.94  -0.529
H5 -4.42 5.75 1.71  0.403
H6 1.46 -0.68 5.06  0.433
H7 -4.06 -5.65 -2.36  0.445
C6 -1.38 0.68 -2.93  -0.569
H8 -3.82 -4.88 1.85  0.436
C7 -3.66 -5.06 -1.55  -0.597
H9 -2.06 -2.67 3.99  0.330
C8 -3.51 -4.60 0.86  -0.597
H10 6.68 -2.53 -2.33  0.404
H11 0.87 3.44 -0.33  0.606
H12 1.79 1.53 -1.71  0.655
C9 2.43 0.11 1.91  0.352
H13 5.03 -1.34 -3.73  0.411
H14 -2.48 -3.76 -2.78  0.505
C10 0.89 2.42 0.05  -1.451
H15 3.01 -0.38 -2.72  0.355
C11 -2.80 -4.03 -1.78  -0.515
C12 -1.05 1.95 -4.95  -0.531
H16 -1.74 -0.08 -4.91  0.430
C13 3.80 1.24 3.53  -0.749
C14 -4.03 -5.36 -0.23  -0.723
H17 2.96 2.01 -0.49  0.624
C15 -1.42 0.77 -4.32  -0.633
C16 -3.97 4.43 0.08  -0.664
C17 4.87 -1.44 -2.67  -0.692
H18 1.05 2.47 1.13  0.674
H19 -4.70 -6.18 -0.03  0.431
C18 5.59 -2.23 -0.51  -0.668
C19 3.73 -0.89 -2.09  -0.343
H20 -2.56 4.94 3.12  0.409
H21 -3.28 3.03 -1.39  0.447
H22 4.63 1.90 3.76  0.428
C20 -1.87 3.53 1.67  -0.369
C21 3.07 0.65 4.56  -0.509
H23 -4.79 4.78 -0.54  0.412
C22 3.54 -1.01 -0.72  0.502
C23 -2.54 -3.31 3.25  -1.633
C24 3.49 0.97 2.21  -0.082
H24 4.08 1.42 1.42  0.359
H25 -0.37 3.97 -4.69  0.434
H26 -1.69 -0.24 -2.45  0.432
C25 -2.66 -3.56 0.68  0.151
H27 4.31 -1.78 1.15  0.440
C26 -2.18 -2.81 1.89  1.071
O1 -1.51 -1.78 1.80  -0.447
Rh1 -0.43 -0.81 0.15  0.342
C27 -3.13 3.44 -0.40  -0.436
C28 2.03 -0.21 4.26  -0.639
C29 -0.61 2.96 -2.82  -0.108
H28 6.31 -2.75 0.10  0.411
H29 -2.21 -4.34 3.38  0.464
C30 -2.27 -3.22 -0.70  0.483
As2 -0.88 1.67 -0.26  1.312
C31 -2.71 4.52 2.13  -0.687
H30 3.32 0.87 5.59  0.418
C32 -0.97 1.77 -2.18  0.395
O2 -1.49 -2.30 -1.02  -0.415
H31 -0.31 3.83 -2.24  0.367
C33 -2.07 3.00 0.39  0.495
C34 4.46 -1.69 0.08  -0.447

Properties
Spin multiplicity: 5
LUMO energy (spin up / spin down) in eV: -6.0 / -8.7
<S²>: 6.041
Energy in eV: -164525.0021
Charge: +2
F_max in eV Å⁻¹: 0.60
E_HOMO (spin up / spin down) in eV: -13.24 / -14.04


Density functional theory data (the ωB97M-V functional and the def2-TZVPD basis) for the molecule C5H7N at a distorted geometry.

Each line ends with the Mulliken charge.
Positions of all 13 atoms, in Å:
H1 -2.37 -0.15 -0.28  0.388
C1 -1.32 0.07 -0.18  -0.446
H2 -0.21 -1.26 1.28  0.349
H3 -0.69 2.27 -0.61  0.374
C2 1.09 -0.57 -0.19  -0.667
C3 -0.06 -0.02 -1.01  -0.157
H4 1.10 -0.10 2.00  0.303
H5 -0.14 -0.13 -2.08  0.368
C4 -0.50 1.25 -0.34  -0.137
H6 1.32 -1.63 -0.35  0.342
N1 -0.65 0.63 0.98  -0.530
H7 2.00 0.01 -0.39  0.294
C5 0.43 -0.37 1.18  -0.481

Properties
SMILES string: C1CN2[C@@H]3[C@H]1[C@@H]32
LUMO energy in eV: 1.2
Energy in eV: -6785.4862
F_max in eV Å⁻¹: 1.51
E_HOMO in eV: -9.61


Density functional theory data (the ωB97M-V functional and the def2-TZVPD basis) for a structure of composition C4H6FNS2 at a distorted geometry.

Each line ends with the Mulliken charge.
Positions of all 14 atoms, in Å:
H1 -3.02 1.26 0.02  0.207
C1 1.13 0.00 1.16  -0.918
C2 -1.31 0.18 0.05  -0.168
H2 1.06 0.28 -1.94  0.346
H3 -1.57 2.17 -0.27  0.225
H4 0.75 -0.82 1.74  0.359
H5 0.33 -1.24 -1.31  0.373
C3 0.18 0.44 0.08  1.237
N1 -2.03 1.32 -0.05  -0.307
F1 0.39 1.80 -0.11  -0.392
H6 1.46 0.84 1.78  0.369
S1 2.41 -0.53 -0.06  -0.145
C4 0.88 -0.33 -1.04  -0.890
S2 -2.01 -1.32 0.05  -0.298

Properties
LUMO energy in eV: 0.3
Energy in eV: -30122.8771
F_max in eV Å⁻¹: 1.54
E_HOMO in eV: -8.71


Density functional theory data (the ωB97M-V functional and the def2-TZVPD basis) for the molecule C4H7NO2.

Each line ends with the Mulliken charge.
Positions of all 14 atoms, in Å:
H1 0.02 2.14 1.19  0.374
H2 -1.54 1.44 0.73  0.387
O1 -0.65 -1.77 0.61  -0.593
H3 -1.20 -2.15 -1.79  0.243
H4 -0.54 0.66 1.97  0.302
H5 0.28 0.96 -0.98  0.281
H6 -0.79 -0.56 -2.31  0.218
O2 2.21 0.67 1.25  -0.475
C1 -0.47 -0.97 -0.30  0.249
N1 -0.74 -1.27 -1.61  -0.381
C2 -0.52 1.21 1.02  -1.452
C3 1.63 0.06 0.40  -0.151
H7 2.10 -0.80 -0.13  0.340
C4 0.20 0.38 -0.04  0.656

Properties
SMILES string: C[C@@H](C=O)C(N)=O
LUMO energy in eV: 0.7
Energy in eV: -9846.7863
F_max in eV Å⁻¹: 0.58
E_HOMO in eV: -10.03


Density functional theory data (the ωB97M-V functional and the def2-TZVPD basis) for a cluster of 2 separate species, C26H39N3O4 in total at a distorted geometry.

Each line ends with the Mulliken charge.
Positions of all 72 atoms, in Å:
H1 3.51 -2.38 4.58  0.388
H2 -0.91 0.11 1.23  0.366
H3 1.77 -0.27 -3.06  0.442
H4 -0.81 -1.30 3.13  0.563
C1 3.14 4.42 -2.70  -1.417
N1 1.59 3.43 -4.26  -0.069
C2 -1.30 -5.34 -0.57  -0.432
H5 -3.58 4.44 -4.09  0.290
C3 3.08 1.33 7.30  0.326
H6 -2.10 2.51 -5.51  0.246
C4 -3.29 4.23 -5.13  -0.936
C5 0.80 -2.66 3.59  -0.753
H7 3.92 3.70 -2.91  0.356
H8 3.17 4.70 -1.64  0.355
O1 4.13 1.84 6.94  -0.582
C6 2.64 0.08 6.70  -0.375
C7 -2.82 2.17 -0.68  -0.977
H9 -0.88 -3.30 0.00  -0.007
H10 2.74 2.68 8.52  0.345
H11 0.43 -3.15 4.50  0.352
H12 2.12 -1.02 3.09  0.195
O2 2.29 1.86 8.26  -0.445
H13 2.35 3.60 -4.89  0.291
C8 -1.25 0.65 0.37  -0.702
H14 -1.42 -5.86 -2.67  0.389
C9 -0.89 3.88 -4.65  0.180
H15 -0.21 -4.81 1.91  0.261
H16 -1.68 -3.63 3.73  0.411
H17 -2.57 -3.78 0.22  0.298
O3 -0.78 5.02 -4.20  -0.678
H18 -0.86 1.14 -4.99  0.516
H19 4.14 -0.07 5.18  0.388
H20 -0.27 -5.67 -0.48  0.333
H21 -3.13 5.19 -5.63  0.306
H22 -0.05 -2.01 1.71  -0.309
C10 -0.55 0.57 -0.84  -0.913
C11 0.07 1.46 -4.51  -1.471
C12 -0.95 1.29 -2.01  1.170
H23 0.98 -0.67 4.39  0.439
C13 0.02 1.00 -3.08  0.759
N2 0.59 -0.11 -1.22  0.164
H24 -2.63 -4.67 -2.15  0.317
C14 -1.53 -4.12 0.32  -0.185
C15 -2.40 1.45 0.45  -0.470
C16 1.64 -1.44 3.98  -0.607
H25 -1.91 -5.29 2.09  0.449
H26 1.14 -0.69 -0.61  0.154
H27 -0.94 -4.18 -2.37  0.272
C17 0.32 2.95 -4.84  0.098
C18 -1.59 -4.99 -2.03  -1.232
C19 -1.52 -3.27 2.71  -1.197
H28 -1.96 -6.16 -0.26  0.312
C20 2.70 -1.79 5.03  -0.718
H29 1.42 -3.39 3.05  0.260
H30 -2.44 2.67 -2.73  0.516
H31 -3.69 2.81 -0.61  0.408
H32 1.74 -0.36 7.13  0.348
H33 -2.45 -2.78 2.40  0.420
H34 0.86 0.89 -5.00  0.381
N3 -2.06 3.45 -5.14  -0.028
C21 -1.25 -4.47 1.79  -0.737
H35 2.25 -2.40 5.82  0.402
H36 3.26 5.31 -3.31  0.366
C22 -2.11 2.09 -1.89  0.012
C23 0.92 0.15 -2.53  -1.047
O4 0.98 3.68 -2.09  -0.571
H37 -2.95 1.53 1.38  0.427
H38 0.48 2.97 -5.92  0.435
C24 -0.39 -2.23 2.72  0.283
C25 3.25 -0.52 5.62  -0.180
H39 -4.10 3.69 -5.62  0.344
C26 1.79 3.81 -2.99  0.703

Properties
SMILES string: CNC(=O)[C@H](Cc1c[nH]c2ccccc12)NC(C)=O.CCCCCCCCC/C=C/C(=O)O
LUMO energy in eV: 0.5
Energy in eV: -40256.1554
F_max in eV Å⁻¹: 2.61
E_HOMO in eV: -7.70